Record 1
Entry from the OMol25 dataset: 2 unconnected molecules or ions with the total composition C17H19N at a distorted geometry (ωB97M-V/def2-TZVPD).

The geometry in ORCA input format:
```
! wB97M-V def2-TZVPD RIJCOSX def2/J DEFGRID3
* xyz 0 1
N -1.616 -2.122 1.196
C 2.172 0.741 -2.081
C -2.659 -1.663 0.400
C 2.430 -0.590 -1.746
C -1.540 1.045 3.914
C 2.148 1.075 -3.441
C 2.600 -1.554 -2.733
C 2.409 -1.216 -4.056
C -1.350 -1.172 2.164
C -2.337 0.985 2.791
C -0.569 0.031 4.097
C -2.167 -0.047 1.866
C 3.100 2.631 -0.350
C 1.990 1.757 -1.023
C -0.462 -1.041 3.241
C -3.874 0.514 -0.049
C -2.892 -0.354 0.663
C 2.250 0.110 -4.441
H 2.261 -2.056 -4.729
H -4.268 0.028 -0.941
H 1.443 1.255 -0.216
H 4.047 2.252 -0.751
H 2.710 -2.592 -2.444
H -4.762 0.623 0.599
H -3.616 1.547 -0.273
H 1.898 2.067 -3.806
H -2.887 1.909 2.632
H 0.462 -1.610 3.312
H 2.417 -0.780 -0.677
H 1.307 2.542 -1.373
H -1.293 -3.069 1.245
H 3.038 3.685 -0.599
H 2.321 0.423 -5.473
H 3.122 2.515 0.730
H -1.563 1.830 4.655
H 0.090 0.048 4.955
H -3.221 -2.266 -0.294
*
```

Computed properties:
Lowest unoccupied orbital energy (eV): 0.761
HOMO level (eV): -7.852
Structure (SMILES): Cc1c[nH]c2ccccc12.CCc1ccccc1
E_tot (eV): -19426.53354
Frontier orbital gap (eV): 8.613

***

Record 2
Entry from the OMol25 dataset: 4 unconnected molecules or ions with the total composition C12H28Cl4O4 (ωB97M-V/def2-TZVPD).

The geometry in ORCA input format:
```
! wB97M-V def2-TZVPD RIJCOSX def2/J DEFGRID3
* xyz 0 1
Cl -23.783 -4.504 10.651
Cl -19.805 -6.396 10.501
Cl -17.418 -4.856 8.768
Cl -21.666 -2.778 8.816
O -14.919 -4.722 11.896
O -12.536 -3.023 11.502
O -17.496 -1.432 11.640
O -18.075 0.194 9.358
C -23.740 -4.557 8.881
C -22.356 -4.326 8.326
C -19.059 -0.416 10.166
C -11.976 -1.733 11.423
C -18.758 -5.748 8.030
C -18.384 1.521 9.062
C -19.188 -6.911 8.887
C -18.513 -1.707 10.704
C -13.283 -3.200 12.681
C -17.395 -2.401 12.651
C -15.446 -6.012 11.894
C -13.812 -4.600 12.753
H -19.323 0.244 11.005
H -19.316 1.606 8.480
H -20.014 -7.456 8.434
H -24.108 -5.533 8.565
H -11.579 -1.614 10.417
H -18.405 -6.165 7.086
H -14.132 -2.500 12.701
H -17.578 1.923 8.448
H -24.453 -3.820 8.512
H -22.413 -4.375 7.239
H -18.117 -2.301 9.868
H -12.740 -0.961 11.582
H -16.215 -6.085 11.129
H -12.663 -3.012 13.570
H -14.107 -4.806 13.796
H -16.658 -2.054 13.376
H -18.365 -7.595 9.070
H -15.833 -6.314 12.879
H -11.180 -1.602 12.165
H -18.469 2.137 9.965
H -14.688 -6.770 11.625
H -19.972 -0.594 9.578
H -21.700 -5.115 8.690
H -17.062 -3.369 12.259
H -13.030 -5.324 12.484
H -19.317 -2.304 11.150
H -18.347 -2.546 13.181
H -19.578 -5.063 7.839
*
```

Computed properties:
Lowest unoccupied orbital energy (eV): 0.482
HOMO level (eV): -9.164
Structure (SMILES): COCCOC.COCCOC.ClCCCl.ClCCCl
E_tot (eV): -71175.77410
Frontier orbital gap (eV): 9.646

***

Record 3
Entry from the OMol25 dataset: a single C4H6N2OS molecule at a distorted geometry (ωB97M-V/def2-TZVPD).

The geometry in ORCA input format:
```
! wB97M-V def2-TZVPD RIJCOSX def2/J DEFGRID3
* xyz 0 1
S -2.729 0.000 0.074
O 2.047 1.735 -0.037
N -0.173 -1.181 -0.087
N -0.216 1.045 -0.048
C 1.115 0.715 0.038
C 1.180 -0.647 0.038
C -0.905 -0.130 -0.018
C 2.398 -1.537 0.035
H 2.204 -2.285 -0.781
H 2.921 1.382 0.194
H 3.327 -1.072 -0.188
H -3.027 -1.218 -0.565
H 2.438 -2.072 1.031
H -0.579 1.937 -0.185
*
```

Computed properties:
Lowest unoccupied orbital energy (eV): 0.572
HOMO level (eV): -8.023
Structure (SMILES): Cc1nc(S)[nH]c1O
E_tot (eV): -20107.67743
Frontier orbital gap (eV): 8.595

***

Record 4
Entry from the OMol25 dataset: a single C11H10Si molecule at a distorted geometry (ωB97M-V/def2-TZVPD).

The geometry in ORCA input format:
```
! wB97M-V def2-TZVPD RIJCOSX def2/J DEFGRID3
* xyz 0 1
Si 1.856 -0.081 0.797
C 2.315 1.724 0.718
C -1.288 -1.125 0.687
C -2.612 -1.008 1.123
C -1.689 0.395 -1.147
C -3.080 0.400 -0.847
C -0.794 -0.362 -0.393
C 2.437 2.912 0.546
C -3.528 -0.285 0.314
C 4.399 -1.164 -0.440
C 3.477 -0.854 0.293
C 0.682 -0.248 -0.682
H -0.531 -1.579 1.322
H 2.414 3.933 0.248
H -3.799 1.084 -1.311
H -2.876 -1.893 1.704
H 1.074 -1.120 -1.158
H 1.186 -0.733 1.967
H -1.220 0.806 -2.051
H 0.861 0.528 -1.309
H -4.587 -0.057 0.434
H 5.305 -1.274 -0.818
*
```

Computed properties:
Lowest unoccupied orbital energy (eV): 0.857
HOMO level (eV): -8.947
Structure (SMILES): C#C[SiH](C#C)Cc1ccccc1
E_tot (eV): -19442.22182
Frontier orbital gap (eV): 9.805

***

Record 5
Entry from the OMol25 dataset: 2 unconnected molecules or ions with the total composition C4H8Cl2Si at a distorted geometry (ωB97M-V/def2-TZVPD).

The geometry in ORCA input format:
```
! wB97M-V def2-TZVPD RIJCOSX def2/J DEFGRID3
* xyz 0 1
Cl -1.500 -3.193 -0.166
Cl -2.270 -1.636 1.985
Si -0.884 -0.269 -0.245
C 0.781 1.762 1.269
C 0.162 -0.787 -1.752
C -1.018 -1.883 0.797
C 1.545 2.530 0.550
H -0.505 -1.213 -2.490
H -0.131 -2.111 1.307
H 0.931 -1.392 -1.438
H 0.566 1.893 2.388
H 0.644 0.202 -1.961
H 2.128 3.461 0.782
H -2.083 0.433 -0.491
H 1.632 2.200 -0.534
*
```

Computed properties:
Lowest unoccupied orbital energy (spin up / spin down) (eV): -0.374 / -0.374
HOMO level (spin up / spin down) (eV): -8.225 / -8.227
E_tot (eV): -37195.75455
Frontier orbital gap (spin up / spin down) (eV): 7.851 / 7.852

***

Record 6
Entry from the OMol25 dataset: 2 unconnected molecules or ions with the total composition C4H9N2O at a distorted geometry (ωB97M-V/def2-TZVPD).

The geometry in ORCA input format:
```
! wB97M-V def2-TZVPD RIJCOSX def2/J DEFGRID3
* xyz 1 1
O -3.400 -0.803 0.202
N -2.781 0.377 -0.129
N -0.482 -0.305 0.131
C -1.458 0.526 -0.082
C 1.912 1.145 0.275
C 2.461 -0.023 0.098
C 2.839 -1.230 -0.123
H 0.583 0.045 0.266
H -1.022 1.606 -0.258
H -3.259 0.991 -0.787
H -0.617 -1.298 0.093
H 2.087 -2.110 -0.088
H -4.345 -0.762 0.051
H 3.940 -1.321 -0.337
H 1.638 1.643 -0.638
H 1.903 1.519 1.328
*
```

Computed properties:
Lowest unoccupied orbital energy (eV): -3.273
HOMO level (eV): -14.099
E_tot (eV): -9310.64961
Frontier orbital gap (eV): 10.826